{"formula": "C7H8ClO2", "method": "ωB97M-V with the def2-TZVPD basis set", "relative_energy_kcal_mol": 0.0, "charge": -1, "homo_ev": -4.03, "spin_multiplicity": 1, "max_force_ev_per_a": 0.89, "energy_ha": -882.25930, "smiles": "C[C@H](Cl)[C@]1(C)C(=O)C=C1[O-]", "gap_ev": 7.579, "species": ["C", "C", "Cl", "C", "C", "C", "O", "C", "C", "O", "H", "H", "H", "H", "H", "H", "H", "H"], "coordinates": [[-1.210, 1.512, -0.789], [-0.970, 0.015, -0.709], [-2.528, -0.780, -0.230], [0.166, -0.352, 0.218], [-0.081, 0.017, 1.674], [1.537, 0.142, -0.364], [1.931, 1.287, -0.581], [1.991, -1.171, -0.511], [0.811, -1.757, -0.016], [0.378, -2.885, 0.187], [-1.614, 1.887, 0.149], [-1.906, 1.754, -1.590], [-0.251, 1.993, -0.978], [-0.765, -0.391, -1.705], [-1.049, -0.357, 2.010], [-0.050, 1.099, 1.810], [0.694, -0.428, 2.298], [2.917, -1.587, -0.873]], "forces_ev_per_a": [[0.1, -0.1, -0.1], [0.1, 0.2, -0.3], [-0.3, -0.2, 0.0], [-0.1, 0.0, 0.2], [0.0, 0.0, -0.2], [-0.3, 0.2, 0.1], [0.1, 0.1, 0.0], [0.8, -0.3, -0.3], [-0.4, 0.0, 0.1], [-0.1, 0.0, 0.1], [0.0, 0.0, 0.1], [-0.1, 0.0, 0.0], [0.0, 0.1, 0.0], [0.0, 0.1, 0.2], [0.0, 0.0, 0.1], [0.0, 0.1, 0.0], [0.1, 0.0, 0.0], [0.2, -0.1, -0.1]]}